(1)
The following is a quantum chemistry calculation of a single C6H10O molecule at a distorted geometry, from the Open Molecules 2025 dataset.

The SMILES is C1=CCOCCC1. The orbital gap is 10.2 eV. Its electronic energy is -309.8124 a.u. The value obtained for the LUMO energy is 1.1 eV. Its max |F| is 1.87 eV/A. The calculation puts the energy above the lowest of the compared OMol25 structures with the same formula, charge and spin at 18.8 kcal/mol.

Each line ends with the natural charge from an NBO analysis.
Element x y z (Å)
C -0.754 0.247 1.365  -0.1451
C -1.080 1.252 0.572  -0.2377
C -0.741 1.278 -0.863  -0.1157
O -0.703 -0.121 -1.393  -0.5447
C 0.569 -0.748 -1.331  -0.0578
C 1.200 -0.713 0.054  -0.4304
C 0.163 -0.902 1.145  -0.4473
H -1.185 0.265 2.343  0.1967
H -1.735 2.043 0.907  0.2063
H 0.199 1.779 -1.096  0.1816
H -1.521 1.840 -1.387  0.1983
H 1.253 -0.296 -2.061  0.1618
H 0.420 -1.792 -1.638  0.1854
H 1.710 0.242 0.217  0.1992
H 1.971 -1.491 0.116  0.2155
H -0.431 -1.795 0.956  0.2189
H 0.664 -1.088 2.095  0.2150

=====

(2)
The following is a quantum chemistry calculation of a single C6H10O molecule, from the Open Molecules 2025 dataset.

The orbital gap (alpha / beta) is 6.4 / 7.6 eV. Its electronic energy is -309.6885 a.u. The value obtained for the LUMO energy (alpha / beta) is -1.0 / -0.3 eV. Its max |F| is 0.69 eV/A. The calculation puts the energy above the lowest of the compared OMol25 structures with the same formula, charge and spin at 96.6 kcal/mol.

Each line ends with the natural charge from an NBO analysis.
Element x y z (Å)
O 0.428 2.065 1.244  -0.6342
C -0.627 1.518 1.579  0.3312
C -0.916 0.138 1.321  -0.4079
C 0.226 -0.720 0.959  -0.4414
C 0.249 -0.970 -0.626  -0.2747
C -0.401 0.260 -1.294  -0.5884
C 1.395 -0.733 -1.410  -0.1840
H -1.429 2.121 2.059  0.1160
H -1.857 -0.287 1.653  0.2181
H -1.189 0.441 -0.370  0.2757
H 0.195 -1.727 1.387  0.2271
H 1.169 -0.235 1.234  0.2367
H -0.293 -1.877 -0.901  0.2223
H -0.882 0.102 -2.260  0.2306
H 0.142 1.208 -1.218  0.2601
H 1.723 -1.382 -2.216  0.2045
H 2.066 0.078 -1.141  0.2083

=====

(3)
The following is a quantum chemistry calculation of a single C6H10O molecule, from the Open Molecules 2025 dataset.

The SMILES is C1=CCOCCC1. The orbital gap is 10.2 eV. Its electronic energy is -309.8082 a.u. The value obtained for the LUMO energy is 1.1 eV. Its max |F| is 0.49 eV/A. The calculation puts the energy above the lowest of the compared OMol25 structures with the same formula, charge and spin at 21.4 kcal/mol.

Each line ends with the natural charge from an NBO analysis.
Element x y z (Å)
C -0.257 -1.416 -0.876  -0.1594
C -1.440 -0.833 -0.689  -0.2249
C -1.498 0.468 0.072  -0.1229
O -0.575 1.392 -0.482  -0.5327
C 0.515 1.510 0.407  -0.0678
C 1.082 0.120 0.783  -0.4388
C 1.080 -0.849 -0.420  -0.4482
H -0.210 -2.356 -1.431  0.2042
H -2.359 -1.275 -1.072  0.2085
H -1.189 0.247 1.094  0.1807
H -2.484 0.930 0.133  0.1910
H 0.176 2.080 1.288  0.1666
H 1.241 2.147 -0.113  0.1907
H 0.539 -0.367 1.610  0.2006
H 2.100 0.229 1.167  0.2207
H 1.537 -0.329 -1.270  0.2174
H 1.740 -1.698 -0.201  0.2143

=====

(4)
The following is a quantum chemistry calculation of 2 unconnected molecules or ions with the total composition C6H10O, from the Open Molecules 2025 dataset.

The SMILES is C=C=C(C)C.C=O. The orbital gap is 9.9 eV. Its electronic energy is -309.7593 a.u. The value obtained for the LUMO energy is 0.9 eV. Its max |F| is 0.67 eV/A. The calculation puts the energy above the lowest of the compared OMol25 structures with the same formula, charge and spin at 52.1 kcal/mol.

Each line ends with the natural charge from an NBO analysis.
Element x y z (Å)
C -1.176 -0.099 -1.836  -0.5041
C -1.036 -0.214 -0.542  0.0770
C -0.610 -0.249 0.695  -0.0370
C -0.636 0.979 1.570  -0.6248
C 0.031 -1.490 1.266  -0.6247
H -0.306 0.214 -2.415  0.1878
H -2.082 -0.285 -2.403  0.2198
H 0.367 1.137 1.983  0.2237
H -1.334 0.861 2.407  0.2133
H -0.914 1.871 1.003  0.2208
H -0.581 -1.926 2.064  0.2132
H 1.006 -1.226 1.692  0.2235
H 0.191 -2.248 0.495  0.2208
C 1.773 0.671 -1.501  0.2681
O 1.862 0.548 -0.307  -0.5048
H 1.482 1.628 -1.979  0.1139
H 1.964 -0.173 -2.192  0.1136

=====

(5)
The following is a quantum chemistry calculation of a single C6H10O molecule at a distorted geometry, from the Open Molecules 2025 dataset.

The SMILES is O[C@@H]1C=CCCC1. The orbital gap is 10.3 eV. Its electronic energy is -309.7729 a.u. The value obtained for the LUMO energy is 1.0 eV. Its max |F| is 2.88 eV/A. The calculation puts the energy above the lowest of the compared OMol25 structures with the same formula, charge and spin at 43.6 kcal/mol.

Each line ends with the natural charge from an NBO analysis.
Element x y z (Å)
O -0.468 1.447 1.210  -0.7209
C -1.025 1.047 -0.024  0.0184
C -1.578 -0.367 0.005  -0.2192
C -0.775 -1.406 0.232  -0.1665
C 0.701 -1.275 0.505  -0.4612
C 1.326 0.041 -0.061  -0.5231
C 0.193 1.084 -0.903  -0.3660
H 0.469 1.078 1.004  0.4794
H -1.759 1.764 -0.423  0.1896
H -2.640 -0.529 -0.165  0.2094
H -1.182 -2.414 0.267  0.2050
H 1.235 -2.139 0.083  0.2196
H 0.838 -1.384 1.598  0.2256
H 2.165 0.317 0.641  0.2413
H 1.859 -0.132 -0.970  0.2355
H 0.566 2.119 -0.972  0.2209
H -0.014 0.710 -1.923  0.2121

=====

(6)
The following is a quantum chemistry calculation of a molecular structure, C6H10O at a distorted geometry, from the Open Molecules 2025 dataset.

The orbital gap is 10.3 eV. Its electronic energy is -309.7916 a.u. The value obtained for the LUMO energy is 0.9 eV. Its max |F| is 1.36 eV/A. The calculation puts the energy above the lowest of the compared OMol25 structures with the same formula, charge and spin at 31.8 kcal/mol.

Each line ends with the natural charge from an NBO analysis.
Element x y z (Å)
C -1.493 0.784 -0.904  -0.6216
C -0.355 0.095 -0.164  -0.0103
C 0.994 -0.229 -0.862  -0.4359
C 1.467 -0.384 0.572  0.0761
C 0.643 0.828 0.982  -0.4350
O 0.668 -1.483 1.079  -0.5306
C -0.640 -1.206 0.561  -0.0890
H -1.834 0.265 -1.815  0.2193
H -1.182 1.783 -1.212  0.2145
H -2.369 0.898 -0.259  0.2145
H 1.093 -1.129 -1.472  0.2105
H 1.389 0.650 -1.381  0.2110
H 2.497 -0.564 0.871  0.1991
H 0.892 1.829 0.624  0.2052
H 0.600 0.954 2.082  0.2182
H -0.989 -2.053 -0.053  0.1788
H -1.381 -1.036 1.350  0.1753

=====

(7)
The following is a quantum chemistry calculation of 2 unconnected molecules or ions with the total composition C6H10O, from the Open Molecules 2025 dataset.

The orbital gap is 8.6 eV. Its electronic energy is -309.6621 a.u. The value obtained for the LUMO energy is -0.5 eV. Its max |F| is 0.25 eV/A. The calculation puts the energy above the lowest of the compared OMol25 structures with the same formula, charge and spin at 113.1 kcal/mol.

Each line ends with the natural charge from an NBO analysis.
Element x y z (Å)
C -0.724 -0.015 -2.667  -0.3156
C -0.451 0.806 -0.104  -0.3485
C -1.271 -0.097 0.839  -0.4559
C -0.230 -0.632 1.790  -0.1604
C 1.007 -0.272 1.454  -0.2347
C 1.047 0.518 0.167  0.0479
O 1.726 -0.192 -0.859  -0.7050
H -0.567 -1.063 -2.318  0.0921
H -0.769 0.682 -1.179  0.2011
H 0.316 0.288 -2.916  0.1232
H -0.671 1.861 0.088  0.2280
H -1.786 -0.909 0.309  0.2196
H -2.049 0.468 1.365  0.2214
H -0.489 -1.247 2.649  0.2142
H 1.917 -0.552 1.978  0.2193
H 1.611 1.451 0.261  0.1894
H 1.382 -1.096 -0.856  0.4640

=====

(8)
The following is a quantum chemistry calculation of 2 unconnected molecules or ions with the total composition C6H10O, from the Open Molecules 2025 dataset.

The orbital gap is 7.7 eV. Its electronic energy is -309.6914 a.u. The value obtained for the LUMO energy is -0.4 eV. Its max |F| is 0.40 eV/A. The calculation puts the energy above the lowest of the compared OMol25 structures with the same formula, charge and spin at 94.7 kcal/mol.

Each line ends with the natural charge from an NBO analysis.
Element x y z (Å)
C 0.060 -1.105 -2.084  -0.6734
C -0.096 -0.312 -0.833  0.1549
C -1.246 0.099 -0.233  -0.3950
C -0.997 1.169 0.689  0.0998
C 0.461 1.031 1.044  -0.5805
C 1.111 0.227 -0.101  0.0283
O 2.040 -0.785 0.233  -0.6970
H 0.900 -1.801 -1.987  0.2442
H 0.300 -0.428 -2.915  0.2389
H -0.851 -1.651 -2.344  0.2262
H -2.241 -0.198 -0.562  0.2169
H -2.137 0.695 3.210  -0.0305
H -2.024 1.070 2.568  0.0205
H 0.942 1.996 1.233  0.2331
H 0.513 0.473 1.990  0.2508
H 1.668 0.917 -0.746  0.1978
H 1.596 -1.396 0.838  0.4650

=====

(9)
The following is a quantum chemistry calculation of a single C6H10O molecule, from the Open Molecules 2025 dataset.

The SMILES is C[C@@H]1CC=C(O)C1. The orbital gap is 9.2 eV. Its electronic energy is -309.8341 a.u. The value obtained for the LUMO energy is 0.9 eV. Its max |F| is 0.47 eV/A. The calculation puts the energy above the lowest of the compared OMol25 structures with the same formula, charge and spin at 5.2 kcal/mol.

Each line ends with the natural charge from an NBO analysis.
Element x y z (Å)
C 1.898 0.564 -0.059  -0.6037
C 0.804 -0.443 -0.412  -0.2031
C -0.256 0.273 -1.284  -0.4083
C -1.314 0.662 -0.290  -0.3469
C -1.292 -0.220 0.712  0.3414
O -2.267 -0.492 1.613  -0.6712
C 0.013 -0.958 0.818  -0.4601
H 2.646 0.158 0.630  0.2067
H 1.455 1.458 0.398  0.2074
H 2.412 0.880 -0.973  0.2066
H 1.250 -1.282 -0.956  0.2028
H 0.173 1.105 -1.841  0.2017
H -0.700 -0.417 -2.018  0.2000
H -2.015 1.483 -0.382  0.2102
H -3.097 -0.170 1.236  0.4831
H 0.487 -0.666 1.766  0.2172
H -0.095 -2.047 0.842  0.2162

=====

(10)
The following is a quantum chemistry calculation of 2 unconnected molecules or ions with the total composition C6H10O, from the Open Molecules 2025 dataset.

The SMILES is CC1(O)C=CC=C1.[H][H]. The orbital gap is 9.4 eV. Its electronic energy is -309.7678 a.u. The value obtained for the LUMO energy is 0.7 eV. Its max |F| is 0.46 eV/A. The calculation puts the energy above the lowest of the compared OMol25 structures with the same formula, charge and spin at 46.8 kcal/mol.

Each line ends with the natural charge from an NBO analysis.
Element x y z (Å)
C 0.822 -0.608 -1.595  -0.6172
C 0.635 -0.192 -0.144  0.1589
O 1.949 -0.330 0.428  -0.6966
C -0.336 -1.014 0.702  -0.1918
C -0.968 -0.210 1.569  -0.2339
C -0.673 1.197 1.222  -0.2380
C 0.132 1.223 0.150  -0.1885
H 1.562 0.045 -2.065  0.2201
H -0.086 -0.596 -2.198  0.2223
H 1.227 -1.622 -1.609  0.2210
H 1.850 -0.001 1.333  0.4710
H -0.352 -2.096 0.696  0.2195
H -1.630 -0.518 2.371  0.2195
H -1.123 2.052 1.714  0.2190
H 0.480 2.096 -0.389  0.2208
H -1.817 -0.061 -0.980  -0.0053
H -1.670 0.635 -1.202  -0.0009

=====

(11)
The following is a quantum chemistry calculation of a molecular structure, C6H10O, from the Open Molecules 2025 dataset.

The orbital gap is 10.7 eV. Its electronic energy is -309.7825 a.u. The value obtained for the LUMO energy is 1.2 eV. Its max |F| is 0.39 eV/A. The calculation puts the energy above the lowest of the compared OMol25 structures with the same formula, charge and spin at 37.6 kcal/mol.

Each line ends with the natural charge from an NBO analysis.
Element x y z (Å)
C -0.794 0.850 1.661  -0.4050
C 0.687 0.643 1.724  -0.4117
C 0.059 1.212 0.480  -0.2610
C -0.043 0.428 -0.806  0.1102
C 0.487 -1.002 -0.991  -0.4475
C -0.867 -1.223 -1.683  -0.0605
O -1.378 0.000 -1.131  -0.5309
H -1.428 -0.028 1.553  0.2223
H -1.230 1.654 2.248  0.2164
H 1.272 1.328 2.332  0.2150
H 1.051 -0.382 1.725  0.2099
H 0.244 2.273 0.326  0.2163
H 0.329 1.056 -1.626  0.1689
H 1.396 -1.104 -1.592  0.2107
H 0.572 -1.568 -0.058  0.2038
H -0.814 -1.158 -2.781  0.1645
H -1.456 -2.109 -1.397  0.1788

=====

(12)
The following is a quantum chemistry calculation of a single C6H10O molecule at a distorted geometry, from the Open Molecules 2025 dataset.

The SMILES is C=CC/C=C\CO. The orbital gap is 9.8 eV. Its electronic energy is -309.7551 a.u. The value obtained for the LUMO energy is 1.0 eV. Its max |F| is 2.42 eV/A. The calculation puts the energy above the lowest of the compared OMol25 structures with the same formula, charge and spin at 54.7 kcal/mol.

Each line ends with the natural charge from an NBO analysis.
Element x y z (Å)
C -2.253 0.035 0.120  -0.6106
C -1.157 -0.376 0.794  -0.0174
C -0.196 -1.385 0.233  -0.4971
C 1.281 -1.074 0.088  -0.1882
C 1.849 0.110 -0.126  -0.2101
C 1.150 1.448 -0.197  -0.0999
O -0.161 1.466 0.305  -0.7553
H -3.015 0.635 0.605  0.2173
H -2.489 -0.403 -0.844  0.2040
H -0.983 -0.082 1.828  0.2143
H -0.572 -1.699 -0.750  0.2175
H -0.297 -2.257 0.890  0.2296
H 1.925 -1.956 0.085  0.2058
H 2.931 0.145 -0.275  0.2071
H 1.732 2.163 0.408  0.1868
H 1.176 1.814 -1.229  0.1809
H -0.994 1.205 -0.233  0.5153